[1]
Entry from OMol25: C2H9N2 as an isolated structure at a distorted geometry (the ωB97M-V functional and the def2-TZVPD basis).

```
13
Properties=species:S:1:pos:R:3:nbo_charge:R:1
N -0.8917 1.9790 -0.0884 -0.97
H -0.4971 0.9143 -0.6737 0.44
H -0.8115 2.6550 -0.8441 0.42
H -1.8766 1.8009 0.0726 0.42
H -0.4762 2.4240 0.7277 0.43
C 0.7214 -1.5133 1.0856 -0.37
C 0.8450 -0.6997 0.0560 -0.06
N -0.2614 -0.4110 -0.8555 -0.80
H -0.2857 -1.8140 1.3263 0.20
H 1.5023 -1.8452 1.7587 0.25
H 1.7697 -0.2260 -0.2406 0.22
H -1.0732 -0.9782 -0.6480 0.41
H 0.1155 -0.6459 -1.7670 0.42
```

Values from the calculation:
- net charge = +1
- energy above the lowest of the compared OMol25 structures with the same formula, charge and spin (kcal/mol) = 20.9



[2]
Entry from OMol25: a 2-piece molecular cluster, C6H10NS overall at a distorted geometry (the ωB97M-V functional and the def2-TZVPD basis).

```
18
Properties=species:S:1:pos:R:3:nbo_charge:R:1
C 0.1301 -1.1909 3.4147 -0.28
C -3.1523 0.8833 -2.9312 -0.06
C 0.1871 -0.6295 2.2095 -0.27
C -2.2268 -0.0931 -2.9214 -0.51
C 1.4254 -0.2579 1.5624 0.12
C 2.5088 0.7663 -0.3683 -0.44
N 1.4713 0.3016 0.4443 -0.35
S -1.5842 -0.7963 -1.5111 0.62
H -0.8150 -1.4477 3.8647 0.22
H 1.0103 -1.4101 3.9991 0.21
H -3.5240 1.2826 -3.8614 0.24
H -3.5549 1.2968 -2.0205 0.23
H -0.7148 -0.4179 1.6499 0.20
H -1.8335 -0.4982 -3.8467 0.26
H 2.3423 -0.4926 2.1204 0.18
H 2.5766 1.8539 -0.2759 0.23
H 2.2727 0.5297 -1.4083 0.21
H 3.4808 0.3202 -0.1201 0.20
```

Values from the calculation:
- net charge = +1
- energy above the lowest of the compared OMol25 structures with the same formula, charge and spin (kcal/mol) = 105.2



[3]
Entry from OMol25: one molecule with the formula C12H14 at a distorted geometry (the ωB97M-V functional and the def2-TZVPD basis).

```
26
Properties=species:S:1:pos:R:3:nbo_charge:R:1
C 1.0142 1.6378 0.1312 -0.17
C 2.2990 1.5493 0.1850 -0.12
C 2.0741 -0.7327 -0.0701 -0.32
C 0.1013 0.6803 -0.0355 0.04
C 2.9735 0.3682 0.0184 0.15
C 0.7327 -0.6278 -0.0564 0.11
C -0.2678 -1.6932 -0.4455 -0.47
C -1.6323 -0.9380 -0.5322 -0.39
C -1.3538 0.5628 -0.0102 -0.10
C 4.4581 0.0404 0.0571 -0.65
C -2.1135 1.6332 -0.8522 -0.59
C -1.8576 0.8005 1.4761 -0.58
H 2.5472 -1.6090 -0.0346 0.19
H 0.0281 -2.2754 -1.4846 0.24
H -0.3656 -2.3650 0.4178 0.24
H -1.9899 -0.9150 -1.6127 0.22
H -2.5141 -1.4946 0.0382 0.22
H 4.7544 -0.1094 -1.0611 0.24
H 4.4553 -0.8244 0.5931 0.22
H 5.0364 0.8259 0.5105 0.24
H -3.0983 1.4790 -1.1722 0.22
H -1.4866 1.8282 -1.7692 0.21
H -2.0922 2.5452 -0.3081 0.21
H -2.5211 -0.0338 1.7606 0.21
H -2.2957 1.7643 1.5691 0.22
H -0.9779 0.7785 2.1328 0.22
```

Values from the calculation:
- spin multiplicity = 3
- calculated total energy (eV) = -12663.3788



[4]
Entry from OMol25: a 2-piece molecular cluster, C8H9NO overall at a distorted geometry (the ωB97M-V functional and the def2-TZVPD basis).

```
19
Properties=species:S:1:pos:R:3:nbo_charge:R:1
O 2.4243 4.2677 -0.2776 -0.94
H 1.6884 3.8650 0.2366 0.47
H 2.4615 5.2010 0.0320 0.47
C 0.7886 -2.0525 -1.0889 -0.32
C 1.8864 -1.7453 -0.3496 -0.03
C -2.6211 -0.4860 -0.2413 -0.25
C -2.1407 0.2887 0.8862 -0.21
C -1.7335 -1.2924 -0.9484 -0.20
C -0.7706 0.2737 1.2132 -0.24
C -0.3260 -1.3517 -0.5829 -0.03
C 0.0985 -0.5553 0.4863 0.10
N 1.4600 -0.8066 0.5632 -0.52
H 0.7575 -2.5497 -2.0584 0.22
H 2.9360 -2.0050 -0.4878 0.22
H -3.7043 -0.5240 -0.4173 0.22
H -2.7887 0.9775 1.4442 0.22
H -2.1201 -1.9559 -1.7332 0.21
H -0.3719 0.8857 2.0331 0.21
H 2.0758 -0.4350 1.2906 0.41
```

Values from the calculation:
- energy above the lowest of the compared OMol25 structures with the same formula, charge and spin (kcal/mol) = 13.1
- structure (SMILES) = c1ccc2[nH]ccc2c1.O



[5]
Entry from OMol25: C3H9IN2 as an isolated structure at a distorted geometry (the ωB97M-V functional and the def2-TZVPD basis).

```
15
Properties=species:S:1:pos:R:3:nbo_charge:R:1
C 0.5020 0.7281 1.0024 -0.67
C 0.7020 -0.3931 -0.0891 -0.42
C 0.8348 0.2989 -1.4570 -0.61
N -1.3247 -1.4717 0.9063 -0.26
N -2.2848 -1.2885 0.2916 -0.09
I -3.1468 0.6797 -0.1002 -0.08
H -0.3617 1.4339 0.9341 0.24
H 0.5348 0.3421 1.9802 0.20
H 1.3970 1.2273 0.8964 0.23
H 1.5628 -0.7824 0.3516 0.20
H -0.6631 -0.7516 1.3768 0.40
H 0.6006 -0.3802 -2.4160 0.20
H 1.7387 0.6989 -1.7073 0.20
H -0.1582 -1.3094 -0.6665 0.25
H 0.0667 0.9681 -1.3032 0.21
```

Values from the calculation:
- energy above the lowest of the compared OMol25 structures with the same formula, charge and spin (kcal/mol) = 104.4



[6]
Entry from OMol25: one molecule with the formula C5H11N (the ωB97M-V functional and the def2-TZVPD basis).

```
17
Properties=species:S:1:pos:R:3:nbo_charge:R:1
C 2.1138 -1.2098 -0.2479 -0.59
C 1.2670 0.0111 -0.6010 -0.46
C 0.3127 0.3924 0.4845 -0.08
C -1.5161 1.7073 0.7685 -0.35
N -1.0146 0.5451 0.3215 -0.30
C -1.8801 -0.4941 -0.2468 -0.41
H 2.6095 -1.0622 0.7187 0.20
H 1.4770 -2.0961 -0.1597 0.20
H 2.8846 -1.4057 -1.0004 0.20
H 1.9340 0.8720 -0.7744 0.21
H 0.7344 -0.1366 -1.5487 0.20
H 0.7065 0.8398 1.3906 0.19
H -0.8873 2.5781 0.6559 0.19
H -2.4312 1.7428 1.3456 0.17
H -1.2839 -1.3863 -0.4574 0.21
H -2.3874 -0.1439 -1.1504 0.21
H -2.6388 -0.7538 0.5014 0.21
```

Values from the calculation:
- energy above the lowest of the compared OMol25 structures with the same formula, charge and spin (kcal/mol) = 68.4



[7]
Entry from OMol25: one molecule with the formula C5H7NO at a distorted geometry (the ωB97M-V functional and the def2-TZVPD basis).

```
14
Properties=species:S:1:pos:R:3:nbo_charge:R:1
C -0.3415 0.5602 0.1611 -0.03
C 0.6042 0.4407 1.3438 -0.44
C 0.9584 -0.0332 -0.0094 0.04
N -0.8682 1.6990 -0.4729 -0.81
C -1.0542 -0.8735 -0.1469 0.42
C 1.4132 -1.0707 -0.7275 -0.39
O -1.9894 -0.8648 -0.9142 -0.55
H -0.9525 1.5429 -1.4775 0.38
H -1.8035 1.8886 -0.1246 0.37
H -0.9222 -1.5932 0.6804 0.13
H 1.0939 1.3390 1.7013 0.25
H 0.3420 -0.2746 2.1202 0.21
H 2.2584 -1.6244 -0.3393 0.20
H 1.2613 -1.1358 -1.7945 0.21
```

Values from the calculation:
- energy above the lowest of the compared OMol25 structures with the same formula, charge and spin (kcal/mol) = 83.6
- structure (SMILES) = C=C1C[C@]1(N)C=O



[8]
Entry from OMol25: a 3-piece molecular cluster, C5H8O overall (the ωB97M-V functional and the def2-TZVPD basis).

```
14
Properties=species:S:1:pos:R:3:nbo_charge:R:1
O 1.0672 1.8767 0.3624 -0.60
C 1.6407 0.7934 0.3523 0.35
C 1.0924 -0.4964 -0.0405 -0.37
C -0.2093 -0.7908 -0.5215 -0.22
C -1.4172 -0.3784 0.1870 -0.20
C -1.2428 0.6131 -0.7916 -0.33
H 2.7073 0.7413 0.6526 0.12
H 1.8573 -1.2314 -0.2900 0.23
H 0.2329 -0.3857 1.6928 0.05
H -0.3107 -1.6857 -1.1324 0.24
H -2.3202 -0.9877 0.1887 0.22
H -0.6086 -0.2356 1.5693 0.01
H -1.9909 0.7697 -1.5705 0.21
H -0.4981 1.3975 -0.6585 0.28
```

Values from the calculation:
- energy above the lowest of the compared OMol25 structures with the same formula, charge and spin (kcal/mol) = 136.2



[9]
Entry from OMol25: one molecule with the formula C4H6BrNO at a distorted geometry (the ωB97M-V functional and the def2-TZVPD basis).

```
13
Properties=species:S:1:pos:R:3:nbo_charge:R:1
C -0.5900 2.0379 0.6270 0.40
C -0.3774 0.7500 -1.2015 -0.11
C 0.6803 0.4019 -0.0493 0.07
C 0.7378 -1.0106 0.6584 -0.64
N 0.4319 1.3856 0.9806 -0.52
O -1.1718 1.7901 -0.5828 -0.49
Br 2.4744 0.7760 -0.7671 -0.02
H -0.9554 2.9196 1.3424 0.21
H 0.0189 1.1656 -2.0833 0.22
H -1.0719 -0.1885 -1.3156 0.20
H 1.4109 -0.9088 1.5239 0.24
H 0.8679 -1.9126 0.0013 0.23
H -0.2167 -1.2491 1.1109 0.22
```

Values from the calculation:
- energy above the lowest of the compared OMol25 structures with the same formula, charge and spin (kcal/mol) = 11.7
- structure (SMILES) = C[C@@]1(Br)COC=N1



[10]
Entry from OMol25: C38H57P2S2ScSe2Si4Te as an isolated structure at a distorted geometry (the ωB97M-V functional and the def2-TZVPD basis).

```
107
Properties=species:S:1:pos:R:3:mulliken_charge:R:1
Sc 0.7719 -1.1509 1.5752 -1.04
S 2.4166 -0.0080 3.2243 -1.01
P 0.8902 1.3303 3.0242 1.97
C -0.2937 0.8130 1.8695 -0.95
P -1.5974 -0.0012 2.6488 2.08
S -1.1284 -1.8383 3.3925 -0.68
C -2.5286 0.9943 3.8587 0.43
C -2.9143 0.5192 5.1011 -0.11
C -3.6300 1.3417 5.9678 -0.71
C -3.9570 2.6364 5.5901 -0.48
C -3.5818 3.1119 4.3368 -0.75
C -2.8709 2.2928 3.4730 -0.47
C -2.9059 -0.2503 1.4013 -0.03
C -4.1114 -0.8382 1.7910 -0.90
C -5.1270 -1.0351 0.8689 -0.74
C -4.9453 -0.6418 -0.4534 -0.73
C -3.7548 -0.0494 -0.8405 0.06
C -2.7308 0.1473 0.0845 0.34
C 1.5583 2.8868 2.3483 0.14
C 2.9108 3.0699 2.0966 -0.65
C 3.3658 4.2638 1.5416 -0.71
C 2.4716 5.2815 1.2504 -0.53
C 1.1140 5.1032 1.4977 -0.79
C 0.6588 3.9063 2.0299 -0.07
C 0.4241 1.7401 4.7571 0.48
C 0.2247 3.0479 5.1981 -0.43
C -0.0902 3.3045 6.5292 -0.71
C -0.2058 2.2611 7.4345 -0.55
C 0.0011 0.9543 7.0069 -0.79
C 0.3168 0.6956 5.6800 -0.37
H -2.6462 -0.4891 5.3957 0.43
H -3.9325 0.9667 6.9393 0.41
H -4.5029 3.2778 6.2721 0.40
H -3.8512 4.1168 4.0335 0.43
H -2.5783 2.6459 2.4904 0.27
H -4.2482 -1.1422 2.8227 0.41
H -6.0631 -1.4860 1.1795 0.39
H -5.7374 -0.7948 -1.1797 0.41
H -3.6169 0.2685 -1.8652 0.18
H -1.8114 0.6279 -0.2011 0.25
H 3.6084 2.2763 2.3290 0.40
H 4.4217 4.3951 1.3369 0.42
H 2.8266 6.2119 0.8226 0.40
H 0.4107 5.8940 1.2675 0.44
H -0.4028 3.7462 2.1833 0.29
H 0.3289 3.8767 4.5127 0.38
H -0.2352 4.3279 6.8558 0.43
H -0.4493 2.4655 8.4719 0.39
H -0.0824 0.1310 7.7075 0.43
H 0.4947 -0.3214 5.3631 0.31
C -0.3889 -4.9679 1.7599 -1.33
Se -0.0983 -3.4689 0.5132 0.52
C 1.4479 -4.2893 -0.3675 -0.59
C 2.7645 -3.9423 0.2963 -0.85
Se 3.1499 -2.0223 0.5739 0.46
C 4.5404 -2.4101 1.9127 -1.32
H -0.7403 -5.8245 1.1930 0.38
H -1.1586 -4.6450 2.4565 0.34
H 0.5127 -5.2211 2.3119 0.36
H 1.4137 -3.9938 -1.4035 -0.14
H 1.2757 -5.3606 -0.2879 0.67
H 3.6054 -4.3298 -0.2717 0.48
H 2.7950 -4.3519 1.2999 0.52
H 4.1773 -3.0705 2.6972 0.34
H 4.8220 -1.4557 2.3489 0.38
H 5.3941 -2.8504 1.4088 0.40
C -0.1592 -3.9506 -4.0971 -0.83
Si -0.8734 -2.2510 -4.4264 0.62
C -2.4958 -2.2448 -3.5044 -0.84
C -1.1539 -2.0370 -6.2583 -1.09
Si 0.5231 -0.6147 -3.5543 -0.18
Te 0.8044 -1.0523 -1.1372 0.24
Si -0.1577 1.5543 -4.0175 0.69
C -1.9365 1.8838 -3.5710 -0.87
C 0.8974 2.7453 -3.0393 -0.93
C 0.0725 1.8589 -5.8494 -1.09
Si 2.6866 -0.9380 -4.3453 0.33
C 3.3891 -2.4989 -3.5876 -0.40
C 3.7745 0.4411 -3.7063 -0.99
C 2.7844 -1.0492 -6.2048 -1.04
H -0.7270 -4.7106 -4.6454 0.42
H -0.2538 -4.1626 -3.0258 -0.01
H 0.8976 -4.0464 -4.3742 0.25
H -3.0571 -3.1652 -3.7032 0.50
H -3.1344 -1.3895 -3.7562 0.25
H -2.2830 -2.1996 -2.4307 0.03
H -1.7609 -2.8611 -6.6476 0.38
H -0.2017 -2.0218 -6.8042 0.26
H -1.6749 -1.0946 -6.4721 0.27
H -2.0590 1.8919 -2.4816 0.07
H -2.6149 1.1265 -3.9853 0.28
H -2.2397 2.8626 -3.9579 0.47
H 0.9962 2.3919 -2.0048 0.14
H 0.4484 3.7452 -3.0207 0.40
H 1.9071 2.8250 -3.4599 0.27
H -0.4323 1.0921 -6.4539 0.27
H 1.1381 1.8442 -6.1160 0.23
H -0.3364 2.8380 -6.1254 0.39
H 3.4087 -2.3691 -2.5019 -0.28
H 4.4166 -2.6649 -3.9335 0.42
H 2.7982 -3.3944 -3.8153 0.23
H 3.6104 0.5352 -2.6259 0.23
H 3.5549 1.4123 -4.1658 0.23
H 4.8319 0.2086 -3.8757 0.39
H 2.2433 -1.9297 -6.5748 0.25
H 3.8286 -1.1267 -6.5270 0.36
H 2.3423 -0.1635 -6.6793 0.29
```

Values from the calculation:
- calculated total energy (eV) = -270782.3109



[11]
Entry from OMol25: one molecule with the formula C12H17ClN2O2S (the ωB97M-V functional and the def2-TZVPD basis).

```
35
Properties=species:S:1:pos:R:3:nbo_charge:R:1
O -0.9150 3.1562 -0.1589 -0.94
S -0.7496 1.7438 -0.3212 2.32
O -0.0238 1.2565 -1.4540 -0.94
N -0.0104 1.2271 1.0804 -0.86
H -0.3130 1.8150 1.8406 0.41
C 0.0407 -0.1864 1.4056 -0.24
C 0.9326 -0.9696 0.4379 -0.25
N 2.3310 -0.9173 0.8424 -0.44
C 2.9475 0.3827 0.6052 -0.24
C 3.3375 0.4152 -0.8855 -0.44
H 2.5317 0.8631 -1.4661 0.22
H 4.2420 0.9983 -1.0463 0.21
C 3.5236 -1.0668 -1.2489 -0.43
H 4.5420 -1.2912 -1.5616 0.21
H 2.8504 -1.3591 -2.0541 0.20
C 3.1666 -1.8130 0.0548 -0.22
H 4.0732 -2.0024 0.6367 0.19
H 2.6663 -2.7649 -0.1207 0.20
H 3.8417 0.4339 1.2334 0.19
H 2.2724 1.1889 0.8785 0.22
H 0.7692 -0.5908 -0.5775 0.20
H 0.6265 -2.0190 0.4776 0.20
H -0.9709 -0.6204 1.3976 0.19
H 0.4551 -0.2847 2.4113 0.23
C -2.3613 0.9554 -0.2940 -0.36
C -2.5464 -0.2538 -0.9358 -0.18
C -3.7797 -0.8796 -0.8716 -0.22
C -4.8086 -0.2759 -0.1606 -0.03
C -4.6233 0.9437 0.4785 -0.24
C -3.3853 1.5585 0.4107 -0.13
H -3.2049 2.5128 0.8801 0.24
H -5.4385 1.4001 1.0172 0.24
Cl -6.3451 -1.0505 -0.0741 0.03
H -3.9467 -1.8230 -1.3668 0.23
H -1.7275 -0.6828 -1.4907 0.25
```

Values from the calculation:
- calculated total energy (eV) = -43152.1444
- structure (SMILES) = O=S(=O)(NCCN1CCCC1)c1ccc(Cl)cc1



[12]
Entry from OMol25: C38H34BrGeMnN4O4PS as an isolated structure at a distorted geometry (the ωB97M-V functional and the def2-TZVPD basis).

```
85
Properties=species:S:1:pos:R:3:mulliken_charge:R:1
Mn 12.2791 11.0978 10.2439 0.89
O 12.7015 11.5227 14.3771 -0.81
C 13.1472 11.2855 13.2507 -0.20
O 12.4201 11.0956 12.2192 -0.58
C 14.6930 11.2586 13.1418 0.64
C 15.3695 11.2440 14.4053 -0.81
C 16.7447 11.2351 14.4871 -0.53
C 17.5124 11.3604 13.3433 -0.76
C 16.8797 11.3762 12.1056 -0.24
C 15.4882 11.3005 12.0104 0.19
P 14.9017 11.2072 10.2955 1.68
C 15.7894 9.7474 9.7051 0.86
C 16.7583 9.7925 8.6824 -0.30
C 17.2807 8.5740 8.2039 -0.68
C 16.9176 7.3635 8.7782 -0.61
C 15.9942 7.3448 9.8175 -0.34
C 15.4322 8.5292 10.2877 -1.30
C 15.5544 12.7126 9.4988 0.78
C 15.5879 12.7962 8.1013 -0.36
C 15.8251 14.0298 7.4896 -0.69
C 16.1002 15.1658 8.2501 -0.52
C 16.1116 15.0679 9.6467 -0.86
C 15.7870 13.8596 10.2686 -0.48
H 14.7104 11.2643 15.2777 0.46
H 17.2202 11.1211 15.4620 0.36
H 18.5866 11.4620 13.3896 0.41
H 17.4788 11.5142 11.1969 0.33
H 17.1585 10.7372 8.2798 0.41
H 17.9634 8.6003 7.3477 0.37
H 17.3875 6.4552 8.4235 0.36
H 15.7259 6.4042 10.3329 0.32
H 14.7069 8.5138 11.1142 0.49
H 15.3715 11.9365 7.4582 0.34
H 15.7361 14.0954 6.4067 0.27
H 16.3218 16.1163 7.7609 0.32
H 16.3939 15.9177 10.2696 0.34
H 15.7155 13.8211 11.3738 0.26
Br 6.2000 17.2596 10.0766 -0.25
C 7.8670 17.2974 9.1921 0.01
C 8.6545 18.4705 9.2318 -0.26
C 9.8497 18.5084 8.5637 -0.36
C 10.2246 17.3548 7.8350 0.40
C 9.4089 16.2276 7.6862 -0.34
C 8.2857 16.1604 8.4698 -0.50
N 11.5493 17.4058 7.4065 -0.65
N 11.9303 16.5100 6.5970 -0.51
C 12.4145 15.3356 7.1322 -0.03
C 12.5941 14.3708 6.1101 -0.90
C 12.4565 13.0441 6.4083 -0.64
C 12.3682 12.6154 7.7606 0.95
O 12.4664 11.3704 8.0915 -0.91
C 12.2957 13.6388 8.8156 -0.01
N 12.2440 13.1554 10.0732 0.72
C 12.2357 13.9876 11.1111 -0.77
C 12.3688 15.3639 10.9293 -1.28
C 12.4563 15.8971 9.6318 -0.93
C 12.3632 15.0189 8.5265 1.39
H 8.2844 19.2912 9.8695 0.31
H 10.5497 19.3384 8.5935 0.43
H 9.7087 15.3981 7.0764 0.42
H 7.6396 15.2741 8.5278 0.44
H 12.6660 14.7906 5.1024 0.34
H 12.4795 12.2672 5.6550 0.39
H 12.1161 13.5169 12.0884 0.59
H 12.3722 16.0163 11.8252 0.29
H 12.5454 16.9773 9.5079 0.52
C 9.2890 7.8761 10.2383 -1.40
Ge 9.3253 9.5998 9.2342 0.90
C 7.3411 10.0912 9.1282 -1.44
C 9.8210 9.3171 7.3254 -1.13
C 10.1386 11.0174 10.2913 -0.79
H 9.3475 7.0020 9.5926 0.37
H 8.3620 7.7935 10.8164 0.40
H 10.1264 7.8582 10.9242 0.40
H 6.8001 9.3087 8.5676 0.32
H 7.1770 11.0603 8.6579 0.36
H 6.9142 10.1694 10.1265 0.40
H 9.5255 8.3380 6.9675 0.41
H 10.8989 9.4369 7.2049 0.22
H 9.2955 10.0502 6.7014 0.36
H 9.8288 10.9115 11.3426 0.39
H 9.7570 11.9901 9.9376 0.16
O 12.8005 6.5220 9.6744 -0.56
S 12.4914 7.8279 9.1231 0.10
N 12.4320 9.1335 9.8251 -0.33
```

Values from the calculation:
- net charge = -2
- energy above the lowest of the compared OMol25 structures with the same formula, charge and spin (kcal/mol) = 0.0
- spin multiplicity = 6